(1)
Below is the molecule C5H11NO, with properties calculated with wB97M-V/def2-TZVPD.

Positions of all 18 atoms, in Å:
1 C -2.904 -0.796 -0.936
2 N -1.749 -1.337 -0.239
3 C -0.557 -0.342 -0.452
4 C 0.670 -0.804 0.258
5 C 1.358 0.264 1.387
6 C 2.133 1.257 0.394
7 O 1.620 2.003 -0.411
8 H -3.478 -1.672 -1.310
9 H -2.426 -0.295 -1.762
10 H -3.573 -0.090 -0.472
11 H -1.911 -1.489 0.723
12 H -0.386 -0.406 -1.522
13 H -0.907 0.709 -0.206
14 H 1.635 -1.095 -0.227
15 H 0.349 -1.606 1.013
16 H 0.527 0.723 1.905
17 H 2.076 -0.243 2.079
18 H 3.182 1.335 0.825

The orbital gap is 9.640 eV. The SMILES is CNCCCC=O. The LUMO energy is 0.7424 eV. Its charge is 0.



(2)
Below is a cluster of 2 separate species, C8H10N3 in total, with properties calculated with wB97M-V/def2-TZVPD.

Positions of all 21 atoms, in Å:
1 C 2.169 -1.737 0.440
2 C -3.073 -0.169 0.009
3 C -2.811 -1.471 -0.096
4 C -0.909 -0.418 0.111
5 C 3.348 0.702 0.160
6 C 2.989 0.228 -1.150
7 C 2.662 -0.574 0.004
8 C -1.747 1.971 0.508
9 N 1.596 -2.626 0.859
10 N -1.871 0.483 0.246
11 N -1.528 -1.625 -0.064
12 H -4.018 0.302 0.155
13 H -3.575 -2.235 -0.431
14 H 4.441 0.796 0.472
15 H 2.710 1.419 0.682
16 H 2.077 0.521 -1.500
17 H 3.795 -0.023 -1.866
18 H -0.996 2.065 1.253
19 H -1.617 2.523 -0.492
20 H -2.681 2.295 0.977
21 H -0.960 -2.428 -0.277

The orbital gap (spin up / spin down) is 4.758 / 9.556 eV. The LUMO energy (spin up / spin down) is -7.2232 / -4.5569 eV. Its charge is +1.



(3)
Below is a structure of composition C16H14Cl5HgN2O2Te, with properties calculated with wB97M-V/def2-TZVPD.

Positions of all 41 atoms, in Å:
1 Hg -0.411 -1.572 -1.882
2 C -2.719 0.206 2.675
3 O -2.821 0.993 1.498
4 C -1.873 0.706 0.604
5 O -1.077 -0.173 0.703
6 N -2.005 1.590 -0.427
7 N -1.064 1.655 -1.416
8 H -1.852 0.617 3.315
9 H -2.631 -0.873 2.494
10 H -3.627 0.524 3.223
11 H -2.808 2.195 -0.520
12 H -1.049 2.666 -1.639
13 H -1.435 1.079 -2.184
14 C 3.702 -0.762 -1.308
15 Te 1.969 0.525 -1.441
16 C 2.520 1.066 0.577
17 C 3.914 0.482 0.817
18 C 4.587 0.938 1.932
19 C 5.889 0.417 2.158
20 C 6.341 -0.620 1.404
21 C 5.670 -1.036 0.236
22 C 4.467 -0.434 -0.065
23 H 4.346 -0.630 -2.187
24 H 3.413 -1.829 -1.316
25 H 1.762 0.647 1.149
26 H 2.581 2.163 0.605
27 H 4.143 1.707 2.508
28 H 6.368 0.673 3.063
29 H 7.336 -1.011 1.561
30 H 6.169 -1.833 -0.336
31 Cl -2.807 0.131 -4.000
32 C -3.585 -0.429 -2.523
33 C -2.873 -1.306 -1.686
34 C -3.598 -1.874 -0.652
35 Cl -2.762 -3.074 0.263
36 C -4.960 -1.538 -0.404
37 Cl -5.870 -2.167 0.950
38 C -5.588 -0.632 -1.194
39 Cl -7.152 -0.047 -0.847
40 C -4.888 -0.068 -2.289
41 Cl -5.720 0.926 -3.420

The orbital gap (spin up / spin down) is 7.067 / 6.814 eV. The multiplicity is 2. The LUMO energy (spin up / spin down) is 0.2109 / -1.3608 eV. Its charge is 0.



(4)
Below is the molecule C2H2IN3, with properties calculated with wB97M-V/def2-TZVPD.

Positions of all 8 atoms, in Å:
1 C 0.361 -0.604 -0.089
2 C -0.543 0.385 -0.016
3 N 1.775 -0.409 -0.099
4 N 1.337 1.876 0.032
5 N 1.782 0.817 -0.044
6 I -2.655 0.096 0.043
7 H -0.076 -1.640 -0.096
8 H -0.273 1.352 0.223

The orbital gap is 8.875 eV. The LUMO energy is -0.2362 eV. Its charge is 0.



(5)
Below is a structure of composition C32H23ClN6O9PbS, with properties calculated with wB97M-V/def2-TZVPD.

Positions of all 73 atoms, in Å:
1 Pb -0.896 -0.785 1.647
2 O 0.031 -2.202 -0.426
3 C -0.933 -3.028 -1.082
4 C -2.197 -3.353 -0.124
5 O -2.966 -4.205 -0.542
6 O -2.246 -2.725 0.949
7 C -0.332 -4.371 -1.422
8 C 0.006 -5.226 -0.376
9 C 0.517 -6.484 -0.629
10 C 0.705 -6.910 -1.934
11 C 0.397 -6.057 -2.980
12 C -0.112 -4.795 -2.727
13 C -1.516 -2.287 -2.252
14 C -1.140 -0.978 -2.529
15 C -1.697 -0.292 -3.593
16 C -2.657 -0.893 -4.388
17 C -3.058 -2.188 -4.102
18 C -2.494 -2.881 -3.049
19 H 0.684 -2.739 0.063
20 H -0.148 -4.906 0.645
21 H 0.765 -7.135 0.199
22 H 1.089 -7.902 -2.132
23 H 0.553 -6.374 -4.005
24 H -0.341 -4.132 -3.550
25 H -0.412 -0.497 -1.899
26 H -1.381 0.725 -3.785
27 H -3.093 -0.361 -5.226
28 H -3.818 -2.669 -4.704
29 H -2.830 -3.879 -2.818
30 O -2.436 3.794 6.214
31 C -2.329 4.491 5.113
32 O -2.597 5.677 5.071
33 C -1.854 3.785 3.892
34 C -1.593 4.418 2.685
35 Cl -1.615 6.073 2.322
36 N -1.180 3.486 1.792
37 N -1.151 2.282 2.365
38 C -1.565 2.415 3.609
39 C -1.727 1.191 4.490
40 O -1.972 1.392 5.703
41 O -1.626 0.073 3.968
42 C -0.871 3.659 0.432
43 C 0.184 2.943 -0.117
44 C 0.468 3.062 -1.464
45 C -0.290 3.901 -2.263
46 C -1.327 4.629 -1.707
47 C -1.630 4.508 -0.363
48 H -2.224 2.767 6.060
49 H 0.751 2.297 0.529
50 H 1.285 2.497 -1.885
51 H -0.076 3.981 -3.319
52 H -1.917 5.293 -2.324
53 H -2.462 5.052 0.054
54 O 3.602 -1.475 2.338
55 N 2.538 -1.766 1.814
56 O 2.352 -2.755 1.104
57 N 5.860 1.985 -0.422
58 C 5.064 2.344 0.633
59 S 5.552 3.630 1.567
60 C 3.845 1.620 0.834
61 C 3.285 0.812 -0.181
62 C 2.138 0.108 0.062
63 N 1.541 0.060 1.271
64 C 2.034 0.875 2.226
65 C 3.146 1.657 2.053
66 H 6.776 2.404 -0.433
67 H 5.796 1.047 -0.785
68 H 3.722 0.788 -1.169
69 H 1.674 -0.501 -0.701
70 H 1.499 0.865 3.165
71 H 3.498 2.294 2.850
72 N -2.624 1.286 -0.502
73 C -2.028 0.585 0.192

The orbital gap is 5.835 eV. The LUMO energy is 3.3029 eV. Its charge is -2.



(6)
Below is the ion C3H10N2S with charge +1, with properties calculated with wB97M-V/def2-TZVPD.

Positions of all 16 atoms, in Å:
1 N -0.603 1.264 1.134
2 C -0.424 0.244 0.001
3 C 0.922 -0.231 0.167
4 S 1.177 -1.941 0.846
5 C -0.498 0.859 -1.441
6 N -1.633 1.658 -1.731
7 H -0.556 0.694 1.997
8 H 1.524 -1.720 2.131
9 H -1.590 1.514 1.103
10 H -1.217 -0.557 0.241
11 H 1.451 -0.338 -0.795
12 H 1.490 0.527 0.780
13 H -0.414 0.125 -2.138
14 H 0.418 1.449 -1.720
15 H -2.407 1.340 -2.267
16 H -1.873 2.345 -1.054

The orbital gap (spin up / spin down) is 10.249 / 4.058 eV. The multiplicity is 2. The LUMO energy (spin up / spin down) is -3.2023 / -8.8360 eV. Its charge is +1.



(7)
Below is a structure of composition H4InO6P, with properties calculated with wB97M-V/def2-TZVPD.

Positions of all 12 atoms, in Å:
1 In -1.972 1.156 -0.158
2 P 1.171 -0.542 0.181
3 O 2.150 -1.364 -0.733
4 O -0.191 -1.237 0.362
5 O 0.887 0.791 -0.429
6 O 1.959 -0.319 1.532
7 O -1.351 -0.568 -2.442
8 H -0.524 -1.010 -2.634
9 H -1.873 -0.679 -3.236
10 O -0.382 1.316 2.272
11 H -0.344 1.528 3.205
12 H 0.472 0.929 2.079

The orbital gap is 5.786 eV. The LUMO energy is -4.4667 eV. Its charge is 0.



(8)
Below is a structure of composition C28H47Cl3N2O3PPrSi, with properties calculated with wB97M-V/def2-TZVPD.

Positions of all 86 atoms, in Å:
1 C -1.566 -2.391 -4.075
2 C -1.128 -3.277 -2.965
3 H -1.595 -2.931 -5.013
4 H -0.855 -1.566 -4.234
5 H -2.553 -1.956 -3.860
6 C -0.557 -4.479 -3.113
7 C -0.210 -5.070 -4.421
8 H -0.261 -5.078 -2.254
9 H -0.064 -4.335 -5.214
10 H -0.972 -5.764 -4.776
11 H 0.705 -5.649 -4.326
12 Pr -0.023 0.640 -0.823
13 Cl -2.615 1.199 -0.090
14 Cl 1.970 1.931 -2.074
15 H 0.892 5.187 3.444
16 H -1.345 6.019 2.584
17 C 1.139 4.853 2.428
18 C -1.031 5.707 1.582
19 N -0.089 4.598 1.679
20 H 1.776 3.966 2.480
21 C -0.355 3.446 1.065
22 O 0.379 2.418 1.084
23 H -1.896 5.358 1.009
24 H -1.315 3.410 0.505
25 H 1.702 5.676 1.965
26 H -0.565 6.551 1.055
27 H 1.382 -1.525 -3.184
28 H 2.416 -4.225 -2.071
29 C 2.433 -1.371 -2.860
30 C 3.235 -3.506 -1.898
31 N 2.726 -2.160 -1.655
32 H 2.598 -0.298 -2.640
33 C 2.540 -1.703 -0.408
34 O 1.835 -0.700 -0.087
35 H 3.818 -3.848 -1.030
36 H 3.080 -2.296 0.359
37 H 3.110 -1.743 -3.647
38 H 3.846 -3.480 -2.806
39 O -0.642 -1.474 -1.449
40 C -1.335 -2.668 -1.570
41 C 0.158 -4.000 0.037
42 C -1.120 -3.636 -0.392
43 H 1.016 -3.506 -0.414
44 C 0.319 -4.976 1.022
45 H -2.425 -2.447 -1.554
46 C -2.248 -4.217 0.191
47 H 1.327 -5.280 1.320
48 C -0.810 -5.574 1.597
49 C -2.086 -5.204 1.165
50 H -3.238 -3.898 -0.143
51 H -0.682 -6.371 2.330
52 H -2.965 -5.699 1.568
53 Si -0.508 3.801 -4.427
54 Cl -0.893 1.671 -4.328
55 C 1.277 4.375 -4.454
56 C -1.673 4.366 -3.094
57 C -1.012 4.690 -6.040
58 H 1.944 3.740 -3.866
59 H 1.299 5.411 -4.086
60 H 1.648 4.424 -5.487
61 H -0.295 4.515 -6.848
62 H -0.994 5.765 -5.804
63 H -2.006 4.429 -6.418
64 H -1.664 3.689 -2.229
65 H -2.690 4.365 -3.510
66 H -1.434 5.392 -2.794
67 C -1.180 -2.054 3.045
68 P -0.144 -0.589 2.632
69 C -1.080 0.720 3.525
70 C 1.252 -0.846 3.779
71 C 1.067 -1.102 5.147
72 C 2.183 -1.342 5.957
73 C 3.471 -1.270 5.424
74 C 3.648 -0.991 4.062
75 C 2.551 -0.770 3.240
76 H -1.977 -2.119 2.293
77 H -1.613 -1.960 4.050
78 H -0.553 -2.953 2.969
79 H -1.371 0.364 4.518
80 H -0.416 1.588 3.612
81 H -1.960 0.995 2.932
82 H 0.060 -1.115 5.585
83 H 2.031 -1.581 7.011
84 H 4.336 -1.427 6.070
85 H 4.650 -0.946 3.647
86 H 2.682 -0.535 2.179

The orbital gap (spin up / spin down) is 8.759 / 8.769 eV. The multiplicity is 3. The LUMO energy (spin up / spin down) is 0.4539 / 0.4545 eV. Its charge is 0.



(9)
Below is a structure of composition C18H21N3O4, with properties calculated with wB97M-V/def2-TZVPD.

Positions of all 46 atoms, in Å:
1 C -7.069 -1.777 0.773
2 H -7.746 -2.503 0.429
3 O -5.910 -1.928 -0.238
4 C -4.887 -1.281 -0.141
5 C -4.717 -0.411 0.662
6 C -3.618 0.399 0.864
7 C -2.631 0.088 0.070
8 C -2.771 -0.791 -1.142
9 C -3.983 -1.499 -1.125
10 H -4.048 -2.363 -1.753
11 H -2.040 -0.873 -1.711
12 N -1.496 1.108 -0.195
13 C -0.489 0.807 -1.354
14 H -1.090 1.014 -2.113
15 C 0.266 2.291 -1.376
16 N 0.969 2.386 0.099
17 C 2.372 1.925 0.202
18 O 2.825 2.021 1.330
19 C 3.276 1.838 -1.153
20 N 4.116 0.781 -0.597
21 C 3.726 -0.578 -0.816
22 O 2.621 -0.871 -1.084
23 C 4.748 -1.371 -0.068
24 C 4.665 -2.803 0.155
25 C 5.910 -3.048 0.413
26 C 6.653 -2.029 0.902
27 O 5.893 -1.187 0.446
28 H 7.539 -1.688 1.371
29 H 6.150 -4.243 1.025
30 H 3.988 -3.536 -0.313
31 H 4.869 1.127 -0.107
32 H 2.537 1.255 -2.002
33 H 3.713 2.662 -1.442
34 C 0.144 2.304 1.110
35 C -0.679 1.068 1.149
36 H -1.289 1.334 2.030
37 H 0.081 0.296 1.089
38 H 0.783 2.528 2.293
39 H -0.517 3.341 1.081
40 H 0.798 2.507 -2.031
41 H -0.353 3.064 -1.108
42 H 0.060 0.219 -0.974
43 H -3.542 1.244 1.558
44 H -5.551 -0.125 1.566
45 H -7.622 -0.700 0.510
46 H -6.653 -2.002 1.714

The orbital gap is 8.112 eV. The LUMO energy is 0.5143 eV. Its charge is 0.



(10)
Below is the molecule C19H27N5O4S, with properties calculated with wB97M-V/def2-TZVPD.

Positions of all 56 atoms, in Å:
1 C -4.115 3.664 -1.164
2 C -5.131 2.533 -0.996
3 C -5.409 2.211 0.434
4 C -6.553 2.469 1.196
5 N -6.456 2.069 2.468
6 N -5.227 1.543 2.542
7 C -4.653 1.001 3.645
8 C -3.395 0.519 3.535
9 C -2.752 0.590 2.266
10 C -1.312 0.138 2.180
11 O -0.526 0.595 3.003
12 N -0.951 -0.653 1.150
13 C -1.881 -1.381 0.304
14 C 0.469 -0.979 0.945
15 C 0.983 -1.964 1.985
16 C 1.333 0.283 0.844
17 N 2.600 -0.014 0.198
18 C 2.669 -0.267 -1.125
19 O 1.700 -0.225 -1.862
20 C 4.062 -0.642 -1.657
21 C 5.098 0.429 -1.321
22 C 4.026 -0.941 -3.154
23 C 5.114 -1.975 -3.456
24 C 4.890 -3.095 -2.454
25 S 4.582 -2.246 -0.918
26 O 5.822 -2.043 -0.218
27 O 3.479 -2.857 -0.229
28 N -3.297 1.102 1.203
29 C -4.549 1.604 1.331
30 H -3.933 3.874 -2.219
31 H -4.474 4.578 -0.690
32 H -3.165 3.394 -0.702
33 H -6.072 2.800 -1.484
34 H -4.760 1.639 -1.503
35 H -7.465 2.938 0.859
36 H -5.251 0.998 4.544
37 H -2.878 0.109 4.388
38 H -1.627 -2.443 0.328
39 H -2.899 -1.263 0.656
40 H -1.825 -1.027 -0.727
41 H 0.506 -1.441 -0.043
42 H 2.031 -2.197 1.798
43 H 0.878 -1.545 2.986
44 H 0.429 -2.903 1.934
45 H 0.805 1.033 0.252
46 H 1.534 0.702 1.825
47 H 3.413 -0.148 0.772
48 H 4.763 1.376 -1.748
49 H 5.236 0.559 -0.250
50 H 6.069 0.173 -1.741
51 H 3.043 -1.333 -3.415
52 H 4.168 -0.021 -3.720
53 H 5.038 -2.343 -4.478
54 H 6.112 -1.548 -3.334
55 H 3.981 -3.656 -2.670
56 H 5.725 -3.773 -2.293

The orbital gap is 8.639 eV. The SMILES is CCc1cnn2ccc(C(=O)N(C)[C@H](C)CNC(=O)[C@]3(C)CCCS3(=O)=O)nc12. The LUMO energy is 0.2539 eV. Its charge is 0.



(11)
Below is the molecule C3H3NO, with properties calculated with wB97M-V/def2-TZVPD.

Positions of all 8 atoms, in Å:
1 C 0.159 0.036 -0.262
2 C 1.528 0.141 0.124
3 N 2.529 1.051 0.759
4 C 2.951 -0.051 0.037
5 O 3.869 -0.656 -0.462
6 H 0.090 -0.427 -1.174
7 H -0.458 0.893 -0.192
8 H -0.157 -0.743 0.602

The orbital gap is 9.381 eV. The SMILES is Cc1nc1=O. The LUMO energy is -0.2633 eV. Its charge is 0.



(12)
Below is a cluster of 9 separate species, C23H47Br12NO7 in total, with properties calculated with wB97M-V/def2-TZVPD.

Positions of all 90 atoms, in Å:
1 C 1.916 -4.097 -0.928
2 C 2.631 -2.817 -1.396
3 O 2.048 -2.490 -2.680
4 C 1.049 -1.595 -2.676
5 O 0.579 -1.046 -1.723
6 O 0.660 -1.442 -3.936
7 C -0.593 -0.850 -4.134
8 H 0.879 -3.835 -0.714
9 H 2.480 -4.586 -0.138
10 H 1.859 -4.736 -1.811
11 H 3.667 -3.060 -1.620
12 H 2.459 -1.903 -0.828
13 H -1.484 -1.464 -4.265
14 H -0.527 -0.317 -5.090
15 H -0.800 0.018 -3.503
16 C 6.177 4.426 -1.572
17 C 4.925 3.647 -1.936
18 O 4.414 3.000 -0.778
19 C 3.730 1.868 -0.864
20 O 3.316 1.376 -1.886
21 O 3.459 1.427 0.345
22 C 2.631 0.309 0.493
23 H 6.357 5.205 -2.313
24 H 7.023 3.741 -1.573
25 H 6.032 4.950 -0.628
26 H 5.123 3.049 -2.827
27 H 4.144 4.334 -2.274
28 H 1.665 0.438 0.009
29 H 2.556 0.134 1.567
30 H 3.023 -0.660 0.166
31 C 1.698 1.092 4.565
32 N 0.488 0.311 4.802
33 C -0.639 0.580 3.900
34 C 0.347 -0.722 5.683
35 O -0.653 -1.403 5.772
36 H 2.529 1.027 5.266
37 H 1.288 2.088 4.746
38 H 2.105 1.022 3.558
39 H -0.281 0.420 2.878
40 H -1.491 -0.087 3.985
41 H -1.043 1.588 3.992
42 H 1.310 -0.888 6.197
43 Br 2.005 -3.548 5.648
44 C 0.612 -3.281 4.304
45 C 1.228 -2.371 3.239
46 Br -0.110 -2.282 1.761
47 H -0.300 -2.813 4.670
48 H 0.302 -4.250 3.923
49 H 2.161 -2.748 2.824
50 H 1.530 -1.394 3.612
51 Br -1.083 -5.465 0.829
52 C -1.800 -5.277 -0.986
53 C -1.389 -6.537 -1.746
54 Br -1.793 -6.275 -3.668
55 H -1.357 -4.397 -1.440
56 H -2.879 -5.186 -0.905
57 H -1.940 -7.414 -1.432
58 H -0.309 -6.589 -1.671
59 Br -3.346 3.755 2.548
60 C -4.559 2.324 2.002
61 C -5.139 2.604 0.636
62 Br -6.363 4.175 0.587
63 H -5.193 2.078 2.848
64 H -3.911 1.450 1.909
65 H -5.774 1.815 0.239
66 H -4.287 2.663 -0.041
67 Br -6.176 -0.092 -2.651
68 C -5.608 -0.474 -4.529
69 C -4.239 0.173 -4.562
70 Br -3.506 0.134 -6.343
71 H -6.336 -0.044 -5.205
72 H -5.554 -1.556 -4.586
73 H -3.551 -0.376 -3.918
74 H -4.187 1.177 -4.150
75 Br -2.741 -1.784 -0.773
76 C -2.466 0.149 -0.808
77 C -0.995 0.404 -0.573
78 Br -0.797 2.356 -0.606
79 H -3.066 0.654 -0.055
80 H -2.841 0.485 -1.771
81 H -0.418 -0.064 -1.370
82 H -0.613 0.036 0.374
83 Br 1.179 3.246 2.296
84 C 0.977 4.996 1.450
85 C 1.498 4.959 0.020
86 Br 0.877 6.501 -1.043
87 H 1.514 5.674 2.109
88 H -0.067 5.276 1.571
89 H 1.176 4.039 -0.448
90 H 2.580 5.032 0.052

The orbital gap is 9.589 eV. The SMILES is CCOC(=O)OC.CCOC(=O)OC.CN(C)C=O.BrCCBr.BrCCBr.BrCCBr.BrCCBr.BrCCBr.BrCCBr. The LUMO energy is 0.2607 eV. Its charge is 0.